Entry 1:
Computed, not measured: the ion C8H13Br2F3NO with charge +1, with ωB97M-V/def2-TZVPD.

Computed properties:
charge = +1
calculated total energy = -160275.033 eV
SMILES string = FC(F)(Br)[C@@](F)(Br)CC[C@@H]1COCC[NH2+]1
LUMO energy = -3.014 eV
orbital gap = 10.82 eV
E_HOMO = -13.83 eV

Each line ends with the natural charge from an NBO analysis.
Geometry (Å):
F  2.88  -0.44  1.66  -0.326
C  2.71  -0.87  0.38  0.576
F  1.56  -1.62  0.36  -0.361
Br  4.21  -2.02  -0.11  0.107
C  2.58  0.37  -0.55  0.258
F  3.84  0.86  -0.73  -0.323
Br  1.94  -0.18  -2.30  0.065
C  1.73  1.51  0.04  -0.465
C  0.51  1.12  0.87  -0.421
C  -0.54  0.33  0.08  -0.098
C  -1.63  1.21  -0.52  -0.090
O  -2.86  0.52  -0.67  -0.500
C  -2.72  -0.84  -0.98  -0.094
C  -2.03  -1.62  0.15  -0.250
N  -1.26  -0.65  0.99  -0.493
H  2.41  2.13  0.60  0.268
H  1.39  2.12  -0.79  0.243
H  0.04  2.04  1.20  0.238
H  0.80  0.60  1.78  0.230
H  -0.10  -0.28  -0.70  0.247
H  -1.28  1.59  -1.48  0.208
H  -1.83  2.06  0.12  0.204
H  -2.17  -0.97  -1.91  0.187
H  -3.70  -1.26  -1.14  0.232
H  -1.30  -2.30  -0.28  0.234
H  -2.71  -2.18  0.78  0.237
H  -0.57  -1.12  1.57  0.449
H  -1.91  -0.12  1.57  0.438

Entry 2:
Computed, not measured: the ion C8H13BrN with charge +1, with ωB97M-V/def2-TZVPD.

Computed properties:
charge = +1
calculated total energy = -80029.828 eV
SMILES string = CC=[N+]=C[C@H](Br)C/C=C/C
LUMO energy = -4.407 eV
orbital gap = 8.56 eV
E_HOMO = -12.96 eV
relative energy (zero: lowest compared OMol25 entry of this formula, charge and spin) = 30.4 kcal/mol

Each line ends with the natural charge from an NBO analysis.
Geometry (Å):
C  3.28  0.91  -1.80  -0.702
C  1.93  0.83  -1.32  0.264
N  1.39  -0.24  -0.90  -0.307
C  0.71  -1.13  -0.37  0.260
C  0.70  -1.53  1.17  -0.318
Br  0.93  -3.41  1.18  0.122
C  -0.58  -1.11  1.69  -0.495
C  -1.18  0.17  1.00  -0.224
C  -2.46  0.17  0.58  -0.138
C  -3.16  1.30  0.00  -0.649
H  3.80  -0.04  -1.53  0.260
H  3.86  1.68  -1.29  0.282
H  3.25  1.25  -2.83  0.284
H  1.19  1.68  -1.31  0.245
H  0.04  -1.82  -1.02  0.265
H  1.68  -1.06  1.65  0.262
H  -1.35  -1.97  1.41  0.241
H  -0.51  -0.89  2.79  0.263
H  -0.38  0.90  0.82  0.187
H  -3.08  -0.65  0.83  0.210
H  -2.51  2.23  -0.23  0.212
H  -3.96  1.71  0.55  0.244
H  -3.59  1.02  -1.07  0.231